No. 1
{
  "formula": "C4H5N3O",
  "method": "the ωB97M-V functional and the def2-TZVPD basis",
  "homo_energy_ha": -0.3333,
  "e_tot_ha": -394.81687,
  "e_above_lowest_kcal_mol": 94.6,
  "molar_mass_g_mol": 111.1,
  "spin_multiplicity": 1,
  "smiles": "C=CC#N.NN=C=O",
  "total_charge": 0,
  "gap_ev": 9.14,
  "species": ["C", "C", "C", "C", "N", "N", "N", "O", "H", "H", "H", "H", "H"],
  "coordinates": [[-1.30636, -0.44171, 1.45609], [1.43078, 0.21950, -1.56178], [-1.58217, 1.44726, -0.04198], [-1.33868, 0.11311, 0.14887], [-1.29779, -0.84015, 2.55014], [1.56504, -0.63532, -0.76943], [2.10470, -1.38382, 0.16473], [1.21521, 0.89605, -2.49234], [-1.76807, 1.88571, -1.07461], [-1.52421, 2.15519, 0.79342], [-1.44276, -0.53320, -0.66906], [1.39626, -2.00958, 0.42357], [2.54803, -0.87304, 1.07238]],
  "forces_ev_per_angstrom": [[0.4, -0.5, 2.0], [0.4, -0.9, -0.2], [0.6, -0.9, -0.6], [-1.4, 3.1, 0.0], [0.0, 0.4, -1.7], [-0.9, 1.6, -0.9], [3.3, 0.4, 3.6], [-0.3, 1.2, -0.5], [0.4, -0.8, 1.5], [-0.2, -0.4, -0.3], [0.2, -1.0, -1.0], [-0.7, -1.1, 1.1], [-1.7, -1.2, -3.0]]
}

***

No. 2
{
  "formula": "C37H51Br36N2P",
  "method": "the ωB97M-V functional and the def2-TZVPD basis",
  "homo_energy_ha": -0.3017,
  "e_tot_ha": -94555.25674,
  "molar_mass_g_mol": 3431.3,
  "spin_multiplicity": 1,
  "total_charge": 0,
  "gap_ev": 7.61,
  "species": ["C", "C", "C", "C", "C", "C", "C", "C", "C", "C", "C", "C", "C", "C", "C", "P", "C", "C", "C", "N", "C", "C", "C", "C", "C", "C", "N", "C", "H", "H", "H", "H", "H", "H", "H", "H", "H", "H", "H", "H", "H", "H", "H", "H", "H", "H", "H", "H", "H", "H", "H", "H", "H", "H", "H", "H", "H", "H", "H", "H", "H", "H", "H", "H", "H", "H", "H", "C", "Br", "Br", "Br", "H", "C", "Br", "Br", "Br", "H", "C", "Br", "Br", "Br", "H", "C", "Br", "Br", "Br", "H", "C", "Br", "Br", "Br", "H", "C", "Br", "Br", "Br", "H", "C", "Br", "Br", "Br", "H", "C", "Br", "Br", "Br", "H", "C", "Br", "Br", "Br", "H", "C", "Br", "Br", "Br", "H", "C", "Br", "Br", "Br", "H", "C", "Br", "Br", "Br", "H"],
  "coordinates": [[2.41178, 3.67606, 3.73060], [3.60684, 3.28265, 2.69924], [3.57530, 1.71515, 2.37686], [4.68586, 1.36205, 1.22917], [3.95208, 0.81075, -0.08493], [4.81519, -0.20928, -0.97606], [5.47399, -1.43360, -0.15520], [4.28219, -2.41417, 0.31053], [4.28377, -2.75919, 1.90336], [2.78760, -2.94882, 2.49013], [2.00238, -1.53333, 2.58043], [0.45437, -1.67968, 2.94769], [-0.24397, -0.30494, 3.40226], [-1.68563, -0.04227, 2.73406], [-1.55351, 1.26848, 1.76479], [-0.17384, 0.80774, 0.50188], [-0.95856, -0.52756, -0.57752], [-0.20354, -1.89903, -0.71579], [-0.87185, -2.96429, -1.61765], [-2.09763, -2.86303, -2.33671], [-2.76191, -1.61505, -2.18516], [-2.30992, -0.39159, -1.35417], [0.29681, 2.32390, -0.53442], [0.90294, 3.60833, 0.14988], [1.25448, 4.70370, -0.93912], [1.04347, 4.56238, -2.45414], [0.46493, 3.39034, -2.99660], [0.15361, 2.37736, -2.06596], [1.99641, 2.76538, 4.29084], [1.56795, 4.26848, 3.22948], [2.86088, 4.38108, 4.52142], [3.49852, 3.89847, 1.73178], [4.60334, 3.55095, 3.21736], [2.56050, 1.42664, 1.93951], [3.72732, 1.06354, 3.31306], [5.29777, 2.27996, 0.92337], [5.40463, 0.62411, 1.72116], [2.95780, 0.28178, 0.14988], [3.65916, 1.73212, -0.71869], [5.60285, 0.33453, -1.62130], [4.08108, -0.69288, -1.72669], [6.17607, -1.10232, 0.68553], [6.13967, -2.00359, -0.90814], [3.25063, -2.02488, 0.00405], [4.43194, -3.41882, -0.24220], [4.91434, -3.72341, 2.00511], [4.86322, -1.93862, 2.46588], [2.20932, -3.65274, 1.78287], [2.83821, -3.42832, 3.52571], [2.60881, -0.89329, 3.30322], [2.07212, -1.07780, 1.53422], [0.39110, -2.42273, 3.83301], [-0.10942, -2.16791, 2.08683], [-0.43384, -0.40392, 4.53677], [0.46002, 0.59541, 3.28680], [-2.54619, 0.04294, 3.47445], [-1.92978, -0.91741, 2.02045], [-1.18971, 2.10877, 2.45681], [-2.53692, 1.54603, 1.25914], [0.79387, -2.09929, -0.20378], [-0.28144, -3.96403, -1.74070], [-3.75049, -1.49040, -2.76572], [-2.88621, 0.59000, -1.29917], [1.08067, 3.71088, 1.26439], [1.74717, 5.69143, -0.56205], [1.35766, 5.41605, -3.15642], [-0.28379, 1.41731, -2.53061], [9.63384, -1.82452, 1.56882], [10.89515, -3.10699, 2.29402], [9.43686, -2.01263, -0.35138], [7.92347, -1.90339, 2.47943], [10.04656, -0.83388, 1.75099], [-1.18313, -6.40168, 0.66604], [-1.57504, -5.41750, -0.95851], [-1.25586, -8.32051, 0.38692], [0.50255, -5.84961, 1.45015], [-1.96414, -6.15502, 1.38356], [-3.31874, 2.69378, -4.53311], [-4.97558, 3.64500, -4.19578], [-3.02683, 1.27204, -3.24196], [-3.22078, 2.04029, -6.35765], [-2.50781, 3.41036, -4.40681], [3.65936, 8.68844, -1.95766], [4.45690, 8.38400, -3.69794], [2.42980, 7.26596, -1.47007], [5.00168, 8.98110, -0.58903], [3.07490, 9.60472, -2.03141], [-0.76392, 6.70819, 3.24449], [0.03274, 6.40263, 1.50260], [-1.99158, 5.28792, 3.73237], [0.58095, 7.00132, 4.61088], [-1.34847, 7.62362, 3.17172], [-3.97345, -3.88316, 2.11646], [-5.26316, -4.70092, 0.92280], [-2.73219, -2.76002, 1.14021], [-4.83073, -2.92542, 3.57013], [-3.39458, -4.68918, 2.56457], [-5.63560, -1.67937, -5.45853], [-6.09520, -1.60516, -3.57576], [-4.94607, -3.42019, -5.96211], [-7.12012, -1.13762, -6.58300], [-4.83395, -0.95956, -5.61968], [-6.97743, -6.86390, -2.70996], [-8.25916, -6.62806, -1.27419], [-7.60044, -6.07134, -4.36727], [-5.22059, -6.21175, -2.21657], [-6.88489, -7.93460, -2.88359], [-11.22982, -4.21096, -4.25989], [-12.51221, -5.01184, -5.47445], [-9.94491, -3.09980, -5.19661], [-12.10439, -3.24560, -2.82257], [-10.67143, -5.02695, -3.80214], [2.82342, 12.18009, -5.56956], [3.62026, 11.87821, -7.31138], [1.59335, 10.76138, -5.08463], [4.16786, 12.46575, -4.20080], [2.24071, 13.09674, -5.64009], [5.72733, -5.22987, 4.90158], [5.87617, -3.50245, 5.77133], [3.88158, -5.80762, 4.75386], [6.62956, -5.25094, 3.18562], [6.23613, -5.95194, 5.53756], [-10.71281, -4.00991, 0.75620], [-12.12792, -2.82672, 1.35487], [-9.53162, -4.51663, 2.20852], [-11.41550, -5.55889, -0.17469], [-10.11353, -3.45204, 0.03800]],
  "forces_ev_per_angstrom": [[0.7, 0.5, 0.2], [-0.6, -0.4, 0.9], [0.5, 0.6, -1.0], [-0.7, -0.3, 0.5], [0.2, -0.1, -0.4], [0.0, -0.1, -0.3], [-0.5, 0.1, -1.2], [0.5, -0.8, 0.6], [0.0, -0.2, -0.7], [0.2, 0.4, -0.3], [0.4, -1.0, -0.7], [0.6, -0.2, 0.8], [-0.6, -0.4, 1.3], [0.9, 0.2, -1.7], [-0.4, -0.4, 0.7], [0.3, 0.2, 0.3], [-1.6, -2.8, -2.6], [-3.8, 1.3, -2.0], [1.1, 2.6, 0.1], [1.9, 3.7, 2.7], [1.1, 0.9, 1.2], [3.1, -4.0, 0.9], [0.6, 3.7, -1.5], [-0.8, -1.0, -5.9], [-0.7, -2.0, 0.3], [-0.6, -1.9, 3.0], [0.9, 0.4, 3.9], [0.2, 0.3, 1.2], [0.5, 1.3, -1.0], [1.1, -1.0, 0.7], [-0.9, -1.0, -1.1], [0.3, -1.0, 1.4], [-1.5, -0.4, -1.0], [1.1, 0.5, 0.7], [-0.1, 1.2, -1.3], [-0.9, -1.2, 0.6], [-0.9, 0.8, -1.0], [1.5, 0.8, 0.0], [0.4, -1.5, 0.9], [-1.1, -0.7, 1.2], [1.2, 0.8, 1.0], [-1.4, -0.4, -1.2], [-1.0, 0.9, 1.2], [1.5, -0.3, 0.4], [-0.4, 1.6, 0.8], [-1.3, 1.6, 0.1], [-1.0, -1.0, -0.7], [0.9, 1.0, 1.1], [-0.1, 0.6, -1.4], [-1.1, -0.6, -0.8], [0.0, -0.3, 1.5], [0.0, 1.1, -1.4], [0.8, 0.7, 1.0], [0.4, 0.3, -1.6], [-1.0, -1.3, -0.1], [1.2, 0.1, -0.9], [0.5, 1.9, 1.7], [-0.4, -0.9, -1.4], [1.2, -0.3, 0.7], [-1.6, 0.3, -0.8], [-0.9, 3.1, -0.3], [1.9, -0.5, 1.1], [0.8, -2.1, 0.7], [-0.2, -0.1, -1.7], [-1.4, -3.0, -0.2], [-0.7, -1.7, 1.2], [0.8, 1.8, 0.7], [0.0, 0.2, 0.0], [-0.3, 0.2, -0.1], [0.0, 0.0, 0.4], [0.5, 0.0, 0.0], [-0.1, -0.3, -0.1], [-0.2, -0.2, -0.1], [-0.9, -2.4, 1.3], [0.0, 0.3, 0.1], [-0.3, -0.1, -0.2], [0.2, -0.1, -0.2], [0.0, 0.1, -0.1], [0.3, -0.2, -0.1], [-0.4, 1.4, -1.9], [-0.1, 0.1, 0.3], [-0.2, -0.2, 0.0], [-0.1, 0.4, -0.1], [-0.1, 0.0, 0.4], [1.2, 1.8, -0.7], [-0.3, -0.1, -0.3], [0.2, -0.2, 0.0], [0.0, 0.2, 0.0], [-0.3, 0.2, 0.5], [0.3, 0.2, -0.1], [-0.3, -0.1, -0.3], [0.1, -0.3, 0.0], [0.0, -0.1, 0.0], [0.2, 0.2, 0.3], [-0.8, -1.1, 0.1], [0.1, -0.1, -0.3], [-0.2, 0.2, 0.0], [0.1, 0.0, -0.1], [-0.3, -0.1, -0.4], [-0.2, 0.3, 0.1], [0.3, -0.1, 0.2], [-0.2, -0.1, 0.0], [0.1, -0.2, 0.0], [0.3, 0.0, -0.3], [0.1, -0.1, 0.3], [-0.3, -0.1, -0.2], [0.0, 0.3, 0.1], [0.1, -0.1, 0.0], [0.2, 0.2, 0.2], [-0.3, -0.2, 0.2], [0.1, 0.0, -0.4], [-0.1, 0.2, -0.1], [0.0, 0.1, 0.0], [-0.1, 0.0, 0.4], [0.2, 0.2, -0.1], [-0.2, -0.1, -0.2], [0.2, -0.3, 0.0], [0.1, -0.1, 0.0], [-0.1, -0.3, -0.2], [0.4, 0.1, 0.0], [0.0, -0.3, 0.5], [-0.1, 0.2, -0.2], [0.1, 0.1, -0.1], [0.2, -0.3, -0.1], [-0.2, 0.1, -0.3], [0.0, 0.1, 0.5], [-0.2, -0.1, 0.2]]
}

***

No. 3
{
  "formula": "C10H16N3",
  "method": "the ωB97M-V functional and the def2-TZVPD basis",
  "homo_energy_ha": -0.4405,
  "e_tot_ha": -554.57186,
  "e_above_lowest_kcal_mol": 69.1,
  "molar_mass_g_mol": 178.3,
  "spin_multiplicity": 1,
  "total_charge": 1,
  "gap_ev": 9.56,
  "species": ["C", "C", "C", "C", "C", "C", "C", "C", "C", "C", "N", "N", "N", "H", "H", "H", "H", "H", "H", "H", "H", "H", "H", "H", "H", "H", "H", "H", "H"],
  "coordinates": [[4.55588, -0.59706, 0.68106], [4.51825, 0.89448, 0.87659], [-0.65841, -1.15888, -0.71932], [3.88204, -1.06228, -0.35218], [4.11998, 1.84503, -0.00598], [0.50751, -1.47016, 1.11329], [-0.84827, -1.35217, 1.42117], [-3.53531, 1.26242, -0.89672], [-3.70324, 0.21870, 0.17705], [-2.99215, -1.15103, 0.03264], [3.11224, -1.73742, -1.07838], [-1.57169, -1.18585, 0.23861], [0.55669, -1.25802, -0.25190], [5.11927, -1.30867, 1.21450], [4.88150, 1.33462, 1.78097], [-0.99042, -0.93958, -1.80871], [3.62490, 1.47705, -0.97760], [3.85832, 2.82061, 0.25613], [1.38580, -1.45186, 1.56724], [-1.31601, -1.63050, 2.36054], [-4.03343, 2.30086, -0.66639], [-2.50392, 1.51196, -1.18071], [-4.02252, 0.98195, -1.88187], [-4.80314, 0.10976, 0.34091], [-3.39441, 0.55233, 1.21780], [-3.55543, -1.96037, 0.62246], [-3.18787, -1.56678, -0.96846], [3.47445, -1.91221, -1.98025], [1.51968, -1.42710, -0.72254]],
  "forces_ev_per_angstrom": [[-1.3, 2.4, -2.0], [0.3, 1.1, -0.8], [-1.5, 1.2, -3.9], [-0.5, -2.0, 0.4], [-1.6, -4.1, -1.3], [-5.8, 1.4, -2.7], [1.0, -1.2, 0.8], [-0.7, 2.0, -1.6], [-0.3, 0.1, 2.4], [-3.1, -1.2, -0.8], [0.6, 1.8, 1.8], [2.0, -0.4, 1.5], [1.3, -0.8, 0.2], [0.7, -0.5, 0.8], [0.2, -0.5, 0.8], [1.0, -0.6, 2.1], [1.1, 0.7, 1.2], [0.4, 1.5, 0.5], [3.3, -0.4, 2.7], [-0.1, 0.5, -0.2], [0.9, -2.1, 0.0], [0.0, -0.2, 0.4], [0.4, -0.1, 1.2], [0.8, -0.6, -0.3], [-0.1, 0.2, -1.2], [1.3, 1.4, -0.1], [0.4, 0.4, 0.0], [0.4, -0.3, -1.5], [-1.1, 0.3, -0.1]]
}